Formula: C4H10O2
Source: OMol25
Level of theory: wB97M-V/def2-TZVPD

As for the HOMO energy (alpha / beta): -8.80 / -8.80 eV. Its LUMO energy (alpha / beta) is -0.142 / -0.141 eV. Its net charge is 0. The calculated total energy comes out at -8401.31775 eV. The calculation puts the frontier orbital gap (alpha / beta) at 0.3181 / 0.3182 Ha.

Atoms and positions in Å:
C  -1.8048  -0.7818  0.1968
C  -0.5798  0.1124  0.0069
C  0.6183  -0.6362  -0.5048
O  1.7682  0.7211  -1.6209
C  0.0880  0.7810  1.2061
O  1.3961  0.8813  0.7491
H  -2.1149  -1.2550  -0.7422
H  -1.6089  -1.5696  0.9331
H  -2.6483  -0.1866  0.5613
H  -0.8089  0.8864  -0.7366
H  0.5477  -1.0639  -1.5016
H  1.1724  -1.2453  0.2014
H  2.6720  0.3720  -1.6102
H  -0.3688  1.7459  1.4802
H  0.0153  0.1234  2.0961
H  1.6684  1.1511  -0.6897

=====

Formula: C4H10O2
Source: OMol25
Level of theory: wB97M-V/def2-TZVPD

As for the HOMO energy: -9.78 eV. Its LUMO energy is 0.565 eV. Its net charge is 0. The calculated total energy comes out at -8401.09260 eV. The calculation puts the frontier orbital gap at 0.3801 Ha.

Atoms and positions in Å:
C  -1.5142  -0.7840  0.1816
C  -0.4409  0.2388  -0.1753
C  0.6248  -0.3365  -1.0834
O  1.7794  0.3145  -1.2446
C  0.2014  0.8945  1.0514
O  0.9697  2.0164  0.7233
H  -1.9336  -1.2601  -0.7117
H  -1.1122  -1.5743  0.8280
H  -2.3353  -0.3024  0.7209
H  -0.8762  1.0473  -0.7815
H  0.2275  -0.8960  -1.9498
H  0.9594  -1.5067  -0.3311
H  1.6734  -0.9087  -0.5699
H  -0.5842  1.2227  1.7409
H  0.7928  0.1241  1.5861
H  1.5682  1.7104  0.0150

=====

Formula: C4H10O2
Source: OMol25
Level of theory: wB97M-V/def2-TZVPD

As for the HOMO energy: -8.54 eV. Its LUMO energy is 0.767 eV. Its net charge is 0. The calculated total energy comes out at -8400.27204 eV. The calculation puts the frontier orbital gap at 0.3422 Ha.

Atoms and positions in Å:
C  -1.9035  1.7567  -1.5304
O  -1.5497  0.8445  -0.5197
C  -0.1590  0.7799  -0.2940
C  0.1110  -0.2568  0.8118
O  1.1203  -1.1493  0.3218
C  1.5550  -2.2242  1.0219
H  -2.9893  1.7033  -1.6468
H  -1.6263  2.7907  -1.2688
H  -1.4322  1.5064  -2.4943
H  0.3709  0.4635  -1.2062
H  0.2236  1.7771  -0.0186
H  0.4530  0.2186  1.7373
H  -0.8316  -0.7859  1.0073
H  3.1063  -2.1433  1.6245
H  1.9106  -2.2010  2.0980
H  1.6409  -3.0802  0.3563